{
  "formula": "C45H49BBrF3N4O7SSbY",
  "method": "the ωB97M-V functional and the def2-TZVPD basis",
  "de_lowest_kcal_mol": 26.7,
  "spin_multiplicity": 1,
  "e_homo_ev": -7.887,
  "charge": 0,
  "largest_force_ev_per_a": 2.43,
  "homo_lumo_gap_ev": 7.345,
  "energy_ha": -6065.198303,
  "symbols": ["Y", "C", "O", "C", "O", "N", "N", "H", "H", "H", "H", "H", "H", "Br", "C", "N", "C", "C", "C", "C", "C", "C", "C", "C", "H", "H", "H", "H", "H", "H", "H", "H", "H", "H", "H", "H", "H", "C", "C", "C", "C", "C", "C", "C", "C", "O", "B", "O", "C", "C", "H", "H", "H", "H", "H", "H", "H", "H", "H", "H", "H", "H", "F", "C", "C", "C", "C", "C", "C", "Sb", "C", "C", "C", "C", "F", "C", "C", "C", "C", "C", "C", "F", "C", "C", "H", "H", "H", "H", "H", "H", "H", "H", "H", "H", "H", "H", "N", "C", "C", "C", "C", "C", "C", "S", "O", "O", "O", "H", "H", "H", "H", "H", "H"],
  "coordinates": [[0.3368, 1.1409, -0.6385], [-5.2812, 1.6198, 0.2855], [-3.8898, 1.8598, 0.5083], [-3.0190, 0.8584, 0.4956], [-1.8255, 1.1117, 0.6018], [-3.5032, -0.4006, 0.4192], [-2.5895, -1.4664, 0.3721], [-5.7295, 2.5988, 0.1564], [-5.7354, 1.1340, 1.1518], [-5.4370, 1.0250, -0.6152], [-4.4626, -0.5812, 0.6694], [-3.0499, -2.2745, -0.0244], [-2.2389, -1.6896, 1.3004], [3.0244, 1.1237, 0.0829], [2.4571, 5.1575, -4.2973], [1.8209, 3.8414, -4.2573], [2.7188, 2.8706, -3.6325], [0.4805, 3.8677, -3.6095], [0.4731, 4.3652, -2.1874], [0.4580, 5.7464, -1.9927], [0.5798, 6.2931, -0.7249], [0.7194, 5.4455, 0.3599], [0.6841, 4.0717, 0.1573], [0.5257, 3.4654, -1.0988], [3.3843, 5.0829, -4.8680], [2.6925, 5.5367, -3.2976], [1.7999, 5.8668, -4.8025], [1.5912, 3.0360, -5.7211], [3.0122, 3.1647, -2.6190], [3.6155, 2.7649, -4.2450], [2.2296, 1.8969, -3.5881], [0.0846, 2.8517, -3.6559], [-0.1549, 4.4937, -4.2437], [0.3636, 6.4064, -2.8493], [0.5793, 7.3673, -0.5883], [0.8445, 5.8472, 1.3587], [0.7849, 3.4593, 1.0585], [2.4480, -7.6351, -1.1853], [0.9974, -7.2605, -0.8499], [0.1219, -7.5564, -2.0704], [0.5060, -8.1386, 0.3096], [0.9510, -5.7814, -0.4608], [1.4481, -5.3751, 0.7817], [1.4734, -4.0430, 1.1854], [0.9779, -3.1121, 0.3006], [0.8673, -1.7506, 0.4304], [0.3705, -1.2503, -0.8040], [0.1154, -2.3755, -1.6350], [0.5015, -3.4942, -0.9373], [0.4726, -4.8099, -1.3450], [2.5187, -8.6944, -1.4438], [3.1060, -7.4454, -0.3359], [2.8125, -7.0496, -2.0311], [0.1130, -8.6308, -2.2598], [0.5013, -7.0712, -2.9709], [-0.9087, -7.2328, -1.9106], [0.4254, -9.1763, -0.0197], [-0.4754, -7.8125, 0.6590], [1.1910, -8.1187, 1.1572], [1.8433, -6.1175, 1.4623], [1.8670, -3.7509, 2.1485], [0.0952, -5.0596, -2.3262], [4.7760, 2.3245, 6.9426], [3.8198, 2.0164, 6.0455], [4.0609, 2.2463, 4.7078], [3.0680, 1.9228, 3.7912], [1.8575, 1.3812, 4.2171], [1.6530, 1.1600, 5.5777], [2.6334, 1.4752, 6.5046], [0.3424, 0.9626, 2.7811], [-0.2623, -0.9240, 3.5837], [0.6814, -1.8378, 4.0445], [0.2995, -3.0882, 4.5112], [-1.0411, -3.4151, 4.5018], [-1.4209, -4.6246, 4.9541], [-2.0105, -2.5392, 4.0544], [-1.6066, -1.2908, 3.5982], [-1.2561, 2.0726, 3.6946], [-1.8478, 1.7191, 4.9061], [-2.8778, 2.4724, 5.4524], [-3.3096, 3.5896, 4.7653], [-4.3168, 4.3206, 5.2838], [-2.7538, 3.9776, 3.5640], [-1.7268, 3.2076, 3.0345], [5.0076, 2.6645, 4.3945], [3.2516, 2.0853, 2.7358], [0.7247, 0.7277, 5.9312], [2.4920, 1.3085, 7.5638], [1.7333, -1.5749, 4.0462], [1.0223, -3.8058, 4.8760], [-3.0521, -2.8311, 4.0872], [-2.3628, -0.5782, 3.2799], [-1.5224, 0.8328, 5.4374], [-3.3419, 2.2058, 6.3925], [-3.1230, 4.8588, 3.0568], [-1.3038, 3.5023, 2.0809], [-2.0539, -0.1607, -2.5117], [-1.4603, 0.2027, -3.7254], [-2.0267, 1.2079, -4.5150], [-1.3654, 1.6607, -5.6364], [-0.1413, 1.1026, -5.9866], [0.3934, 0.0619, -5.2499], [-0.2596, -0.3891, -4.1140], [0.8190, 1.8216, -7.2782], [1.9937, 1.0140, -7.4320], [-0.0107, 2.1028, -8.4068], [1.1893, 3.1838, -6.6323], [-3.0563, -0.0528, -2.4935], [-1.7383, -1.0507, -2.1482], [-2.9687, 1.6575, -4.2208], [-1.7776, 2.4639, -6.2343], [1.3411, -0.3635, -5.5513], [0.1505, -1.2041, -3.5319]],
  "atomic_forces_ev_per_a": [[0.117, 1.478, 1.927], [-0.019, -0.011, 0.036], [0.029, -0.003, -0.068], [-0.016, -0.075, 0.211], [0.443, 0.045, -0.701], [-0.002, -0.060, -0.037], [0.011, 0.036, 0.031], [0.002, 0.001, 0.007], [0.009, -0.003, 0.000], [0.000, 0.011, -0.009], [0.007, 0.018, 0.049], [0.014, 0.011, -0.052], [-0.027, -0.030, -0.007], [-0.477, -0.086, -0.288], [-0.044, -0.176, -0.299], [0.070, -0.377, 0.649], [0.047, 0.148, 0.248], [0.239, 0.060, -0.228], [-0.130, 0.050, 0.245], [0.026, -0.039, -0.001], [0.001, 0.037, 0.014], [-0.024, 0.023, 0.057], [-0.223, -0.280, 0.027], [0.003, 0.715, -0.939], [-0.036, -0.009, 0.000], [0.013, -0.017, -0.010], [0.011, -0.004, 0.005], [-0.021, 1.212, 0.326], [0.022, -0.109, 0.047], [0.020, 0.030, 0.008], [-0.037, -0.090, 0.038], [0.015, -0.081, -0.002], [0.019, -0.003, -0.002], [-0.016, -0.004, 0.020], [-0.005, 0.001, -0.002], [0.005, -0.002, 0.001], [0.059, -0.097, -0.049], [-0.009, -0.021, 0.006], [0.000, -0.004, -0.005], [0.017, 0.005, 0.010], [-0.013, 0.016, -0.004], [0.008, 0.002, 0.000], [0.026, 0.004, 0.001], [-0.033, -0.007, 0.011], [-0.152, -0.013, 0.049], [0.058, -0.029, -0.109], [0.278, -1.833, -0.403], [-0.046, -0.045, 0.083], [0.018, 0.002, 0.010], [-0.035, 0.002, 0.008], [0.002, 0.001, -0.003], [0.001, -0.006, -0.001], [0.004, 0.003, 0.004], [0.008, 0.001, -0.008], [-0.009, 0.013, 0.001], [-0.005, -0.012, -0.001], [0.017, -0.005, 0.006], [-0.009, -0.014, -0.011], [-0.011, 0.016, 0.009], [-0.004, -0.007, -0.002], [0.010, -0.002, -0.008], [-0.002, -0.001, 0.003], [-0.005, -0.001, -0.004], [0.003, -0.003, -0.002], [0.001, 0.000, -0.005], [-0.006, 0.011, 0.003], [0.004, -0.025, -0.082], [0.030, -0.023, 0.004], [-0.011, -0.007, 0.009], [-0.104, 0.038, 0.164], [-0.009, 0.020, -0.033], [-0.006, 0.003, -0.005], [0.001, 0.004, 0.001], [0.007, -0.014, 0.008], [0.001, 0.001, -0.008], [-0.009, -0.002, -0.001], [0.017, 0.019, 0.007], [0.018, 0.011, -0.086], [-0.001, -0.002, 0.017], [0.005, -0.012, 0.004], [0.002, 0.005, -0.005], [0.005, 0.000, 0.002], [-0.001, -0.001, 0.003], [-0.005, -0.012, -0.020], [0.000, 0.001, 0.000], [-0.003, 0.000, -0.008], [-0.006, 0.005, -0.001], [0.008, 0.005, 0.001], [0.002, -0.005, 0.008], [-0.001, 0.000, 0.002], [-0.001, -0.001, 0.000], [-0.008, -0.001, 0.017], [0.011, 0.001, 0.002], [-0.004, 0.003, -0.002], [0.004, 0.003, 0.001], [-0.001, 0.001, 0.007], [0.082, 0.185, 0.131], [0.027, 0.036, -0.118], [-0.016, 0.016, 0.074], [-0.023, 0.027, -0.108], [-0.013, -0.003, -0.030], [0.135, 0.113, 0.109], [0.029, -0.064, 0.005], [-0.118, -0.463, -0.378], [-0.032, 0.052, 0.013], [-0.023, 0.057, 0.041], [-0.083, -0.302, -0.667], [-0.021, -0.042, 0.023], [-0.081, -0.008, 0.055], [0.008, -0.005, 0.000], [-0.004, -0.015, -0.002], [-0.010, -0.035, -0.002], [-0.016, 0.042, -0.041]]
}

{
  "formula": "C45H49ClGdO3P2SSb",
  "method": "the ωB97M-V functional and the def2-TZVPD basis",
  "spin_multiplicity": 8,
  "e_homo_ev": [-13.259, -13.508],
  "charge": 2,
  "s2": 16.097,
  "largest_force_ev_per_a": 1.76,
  "homo_lumo_gap_ev": [5.479, 8.466],
  "energy_ha": -4516.412899,
  "symbols": ["Gd", "Cl", "C", "C", "C", "C", "C", "C", "P", "C", "C", "C", "C", "C", "C", "C", "C", "C", "C", "C", "C", "H", "H", "H", "H", "H", "H", "H", "H", "H", "H", "H", "H", "H", "H", "O", "S", "O", "O", "C", "C", "C", "C", "C", "C", "P", "C", "C", "C", "C", "C", "C", "C", "C", "C", "C", "C", "C", "H", "H", "H", "H", "H", "H", "H", "H", "H", "H", "H", "H", "H", "H", "C", "C", "C", "Sb", "C", "C", "C", "C", "C", "C", "H", "H", "H", "H", "H", "H", "H", "H", "H", "H", "H", "H", "H", "H", "H", "H", "H", "H", "H", "H", "H"],
  "coordinates": [[11.8967, 12.9273, 10.5739], [11.6666, 12.6811, 13.5257], [10.5299, 11.3359, 13.8826], [10.1646, 11.2797, 15.2155], [9.2387, 10.3102, 15.6281], [8.7427, 9.4330, 14.6818], [9.1418, 9.5027, 13.3566], [10.0563, 10.4560, 12.8905], [10.4594, 10.4879, 11.0868], [9.2854, 9.3665, 10.2646], [9.6161, 8.0197, 10.0489], [8.6728, 7.1364, 9.5163], [7.4013, 7.5424, 9.1596], [7.0851, 8.8833, 9.3606], [7.9977, 9.7738, 9.8889], [12.0311, 9.5939, 10.9277], [12.4980, 8.7116, 11.9068], [13.5600, 7.8544, 11.6384], [14.1382, 7.8467, 10.3724], [13.6811, 8.7232, 9.4019], [12.6421, 9.5943, 9.6793], [10.5482, 12.0027, 15.9209], [8.9386, 10.3153, 16.6639], [8.0189, 8.7051, 14.9727], [8.7213, 8.7922, 12.6570], [10.5831, 7.6238, 10.3299], [8.9534, 6.1009, 9.3956], [6.6697, 6.8367, 8.7596], [6.0965, 9.2347, 9.0798], [7.6907, 10.7883, 10.0281], [11.9961, 8.6494, 12.8645], [13.9343, 7.2026, 12.4089], [14.9777, 7.1820, 10.1677], [14.1333, 8.7166, 8.4119], [12.2454, 10.2092, 8.8667], [12.8181, 14.7910, 9.0332], [13.0256, 13.8654, 7.8687], [12.8276, 14.4404, 6.5893], [12.1311, 12.7071, 8.1806], [14.7468, 13.3433, 7.7652], [15.3689, 13.3742, 6.4885], [16.7231, 13.0533, 6.3443], [17.4407, 12.7201, 7.4878], [16.8154, 12.6479, 8.7248], [15.4533, 12.9122, 8.9100], [14.8378, 12.7478, 10.6800], [15.7927, 14.0185, 11.6197], [15.6184, 15.3367, 11.2014], [16.2970, 16.3939, 11.8205], [17.1860, 16.1538, 12.8590], [17.3584, 14.8546, 13.3067], [16.6869, 13.7838, 12.6886], [15.4562, 11.1922, 11.5222], [15.0855, 10.9568, 12.8527], [15.5706, 9.8588, 13.5742], [16.5102, 8.9984, 13.0140], [16.8794, 9.2101, 11.6938], [16.3478, 10.2704, 10.9559], [14.7800, 13.6598, 5.6309], [17.1750, 13.0507, 5.3575], [18.4897, 12.5023, 7.4372], [17.4098, 12.4193, 9.6063], [14.9665, 15.5899, 10.3860], [16.1341, 17.4145, 11.4667], [17.7426, 16.9666, 13.3247], [18.0343, 14.6605, 14.1214], [16.8351, 12.7844, 13.0776], [14.3753, 11.6234, 13.3459], [15.2466, 9.7434, 14.5964], [16.9350, 8.1855, 13.5762], [17.5490, 8.5163, 11.2040], [16.6761, 10.3618, 9.9157], [10.6136, 17.2959, 8.7080], [9.3240, 16.7405, 9.2685], [8.5852, 15.8979, 8.2321], [9.8854, 15.3741, 10.9212], [8.0575, 14.6763, 11.8996], [7.0424, 15.8066, 11.7321], [7.6032, 13.3675, 11.2940], [10.8385, 16.5715, 12.5009], [10.3297, 18.0094, 12.4346], [12.3345, 16.4177, 12.2799], [10.3494, 18.0489, 7.9658], [11.2337, 16.5057, 8.2686], [11.1911, 17.7972, 9.4852], [8.6870, 17.5112, 9.7020], [9.2856, 15.2093, 7.7566], [8.2127, 16.5558, 7.4332], [7.7536, 15.3480, 8.6809], [8.2926, 14.5623, 12.9618], [6.7111, 15.9012, 10.6972], [7.4389, 16.7379, 12.0765], [6.1811, 15.6274, 12.3576], [7.5301, 13.4825, 10.2215], [6.6140, 13.0924, 11.6731], [8.2899, 12.5571, 11.5427], [10.5544, 16.1121, 13.4558], [10.6180, 18.4819, 11.4982], [10.7052, 18.6294, 13.2574], [9.2295, 18.0276, 12.5138], [12.6512, 16.8260, 11.3304], [12.6221, 15.3516, 12.3333], [12.8590, 16.9219, 13.0798]],
  "atomic_forces_ev_per_a": [[0.256, 0.827, -1.532], [-0.190, -0.370, -0.387], [0.059, 0.040, -0.238], [-0.450, -0.348, -0.107], [0.681, 0.669, -0.537], [0.081, 0.265, 0.233], [0.139, 0.033, -0.206], [-0.180, -0.054, 0.414], [-0.098, -0.181, 0.312], [-0.320, -0.603, -0.128], [-0.343, 0.066, 0.110], [0.466, -0.194, 0.077], [0.072, 0.352, 0.227], [-0.577, -0.160, -0.380], [0.397, -0.031, 0.212], [-0.053, -0.388, 0.463], [0.076, -0.102, 0.065], [-0.204, 0.362, -0.243], [0.253, 0.028, 0.277], [0.255, -0.084, -0.366], [-0.199, 0.294, -0.605], [0.088, -0.006, -0.022], [-0.142, -0.239, 0.043], [-0.332, -0.439, 0.097], [0.009, 0.022, -0.051], [0.032, 0.064, -0.047], [0.076, -0.089, -0.042], [0.286, 0.291, 0.112], [0.135, 0.052, 0.089], [-0.102, 0.531, 0.065], [0.067, 0.095, 0.069], [-0.021, -0.169, 0.115], [-0.288, 0.120, -0.023], [-0.122, 0.036, 0.179], [0.121, -0.011, 0.160], [0.566, -0.997, 0.147], [0.278, 0.766, -0.242], [-0.767, 0.398, -0.390], [0.247, -0.663, 0.935], [0.061, -0.609, 0.509], [-0.182, -0.007, 0.938], [-0.722, -0.090, 0.548], [-0.297, 0.019, -0.074], [-0.002, 0.123, 0.431], [0.574, -0.070, -0.010], [0.597, -0.196, 0.459], [0.371, 0.261, 0.111], [0.372, 0.712, 0.454], [-0.168, -0.030, -0.339], [-0.105, 0.056, 0.019], [-0.378, -0.630, -0.581], [-0.315, 0.344, -0.016], [0.403, -0.341, -0.477], [-0.451, -0.104, 0.024], [0.205, 0.623, -0.257], [-0.369, 0.537, -0.294], [-0.292, 0.103, -0.133], [0.228, 0.073, -0.403], [-0.057, 0.079, 0.033], [-0.007, 0.093, 0.196], [0.336, -0.053, -0.101], [0.039, -0.017, -0.206], [-0.298, -0.105, -0.338], [0.057, -0.343, 0.063], [-0.208, -0.165, -0.129], [0.105, -0.145, 0.136], [0.075, 0.032, -0.111], [0.194, -0.095, -0.073], [-0.024, -0.111, 0.127], [0.015, -0.160, 0.142], [0.137, 0.082, 0.004], [-0.246, 0.037, 0.382], [0.071, 0.215, 0.225], [0.200, -1.021, 0.237], [-0.021, 0.341, 0.015], [-0.225, 0.239, 0.647], [0.218, 0.638, -0.187], [-0.032, -0.633, -0.060], [-0.176, 0.020, 0.366], [-0.302, -0.196, -0.508], [-0.467, -0.098, 0.207], [-0.249, -0.338, 0.475], [0.189, -0.026, -0.219], [-0.161, 0.307, -0.028], [0.147, 0.074, -0.098], [0.022, -0.051, 0.141], [-0.093, -0.163, 0.045], [-0.072, -0.184, 0.231], [-0.024, 0.043, -0.299], [0.165, -0.004, -0.097], [-0.012, 0.076, 0.034], [0.291, 0.748, 0.058], [-0.477, -0.231, 0.101], [-0.081, -0.252, -0.413], [0.041, -0.009, -0.021], [0.036, -0.080, -0.106], [-0.062, -0.038, -0.232], [-0.016, 0.110, -0.039], [0.117, -0.200, -0.100], [0.396, 0.118, -0.072], [0.168, 0.062, -0.293], [0.124, 0.261, -0.069], [0.384, 0.185, 0.172]]
}